DFT (ωB97M-V with the def2-TZVPD basis set) results for a molecular structure, C39H39CoN4O2S.

Results
* energy above the lowest of the compared OMol25 structures with the same formula, charge and spin: 32.5 kcal per mole
* Kohn-Sham gap (spin up / spin down): 0.242 / 0.245 Eh
* 2S+1: 5
* molecular weight: 686.767 u
* electronic energy: -3659.9809 Ha

Last column: Löwdin spin population.
Element x y z (Å)
Co -0.7316 0.5258 0.2762  2.678
S -2.5134 1.9604 -0.0203  0.094
O 0.0240 -0.5330 -1.2357  0.066
O -0.5888 1.6242 2.4931  0.020
N -2.7490 -0.6698 -0.1512  0.056
N 2.2724 0.8217 -0.0002  0.001
N -2.0397 -2.7263 -1.0502  -0.014
N 1.2748 0.8365 0.7829  0.036
C -3.3126 -0.3098 2.3043  0.008
C 3.4300 0.5879 -2.0495  0.000
C 3.5362 0.0114 -3.3294  0.002
C 1.3061 -0.9359 -3.1226  0.004
C -4.5304 1.6462 -2.7249  0.010
C 0.4228 -2.2330 3.2662  0.001
C 1.6579 1.1023 2.1264  0.002
C -3.4781 -4.5791 -1.4212  -0.012
C 0.6598 1.5235 3.0172  0.002
C -2.9437 -0.5005 3.6294  0.007
C 5.7513 0.9351 -3.5961  0.002
C -0.9037 -1.6058 2.9415  0.006
C 1.1272 -0.3327 -1.8235  0.005
C -2.2193 -3.9873 -1.4447  0.068
C -3.4594 0.6233 -2.2980  0.016
C -4.5479 -3.8353 -0.9776  0.064
C 4.5090 1.3486 -1.5677  0.002
C -0.9935 -4.7210 -1.9024  0.012
C -3.8371 0.0181 4.7239  0.001
C -4.8778 0.6309 -0.2046  0.305
C 2.4379 -0.7634 -3.8333  -0.002
C -4.3869 -2.4978 -0.5835  0.022
C -3.0667 -1.9940 -0.6530  0.075
C 2.2138 0.4024 -1.2781  0.010
C -5.5494 -1.7757 -0.1471  0.319
C -2.1320 1.1475 -2.8572  0.004
C 5.6457 1.5111 -2.3252  -0.001
C -1.5252 2.4143 3.2278  0.001
C 4.7034 0.1958 -4.0891  -0.001
C -5.7435 -0.4033 0.0202  0.021
C 3.2667 1.2109 3.9190  0.000
C -1.7453 -1.1398 3.9383  0.002
C 0.9709 1.8043 4.3395  0.000
C 2.2762 1.6463 4.7849  0.001
C -3.7784 -0.6909 -3.0248  0.002
C -1.2988 -1.4419 1.6143  0.006
C 2.9593 0.9375 2.5951  0.002
C -2.4982 -0.7818 1.2799  0.015
C -3.4648 0.5340 -0.7002  0.037
H -6.4195 -2.4026 0.0202  0.017
H -4.2222 0.2227 2.0805  0.004
H 1.2282 -1.5012 3.1417  0.000
H -2.1453 1.0172 -3.9424  0.001
H -4.1024 1.0629 4.5447  0.000
H -3.3547 -0.0504 5.6988  0.000
H 0.6355 -3.0739 2.6037  0.000
H -2.3990 2.5027 2.5920  0.000
H 0.2027 2.1391 5.0225  0.000
H -5.5448 1.2839 -2.5591  0.004
H -4.3988 2.5969 -2.2014  0.001
H -0.7051 -1.8793 0.8167  0.000
H -3.6060 -5.6081 -1.7343  -0.002
H 0.4526 -2.5878 4.2969  0.000
H 6.6487 1.0764 -4.1844  0.000
H -4.7686 -0.5503 4.7689  0.000
H -1.7861 1.9239 4.1660  0.000
H -1.2016 -5.7724 -2.0983  0.000
H -6.7353 -0.1188 0.3606  -0.007
H -0.6048 -4.2647 -2.8153  0.004
H 6.4656 2.1006 -1.9331  0.000
H -4.7326 -1.1210 -2.7192  0.000
H 2.5433 -1.2132 -4.8147  0.000
H 4.4339 1.8103 -0.5927  0.000
H -3.8545 -0.4652 -4.0910  0.000
H 2.5125 1.8606 5.8200  0.000
H -1.9943 2.2044 -2.6404  0.000
H 4.7615 -0.2569 -5.0723  0.000
H -5.5379 -4.2768 -0.9353  0.002
H -5.2425 1.6365 -0.0377  0.013
H 3.7179 0.5915 1.9090  0.000
H -4.4140 1.8395 -3.7939  0.001
H -0.2081 -4.6455 -1.1488  0.003
H -2.9880 -1.4336 -2.9053  0.001
H 0.4682 -1.5153 -3.4904  0.000
H 4.2818 1.0799 4.2722  0.000
H -1.2791 0.5992 -2.4710  0.001
H -1.4634 -1.2673 4.9792  0.000
H -1.0975 3.4000 3.4270  0.000

DFT (ωB97M-V with the def2-TZVPD basis set) results for 12 unconnected molecules or ions with the total composition C16H56N16O16.

Results
* energy above the lowest of the compared OMol25 structures with the same formula, charge and spin: 253.7 kcal per mole
* Kohn-Sham gap: 0.343 Eh
* structure (SMILES): NC(N)=O.NC(N)=O.NC(N)=O.NC(N)=O.NC(N)=O.NC(N)=O.NC(N)=O.NC(N)=O.OCCO.OCCO.OCCO.OCCO
* molecular weight: 728.720 u
* electronic energy: -2723.1168 Ha

Last column: Löwdin charge in e.
Element x y z (Å)
O 1.8419 1.1183 9.7738  -0.068
O -4.2372 3.7532 3.9763  0.068
O -2.4006 -0.2102 -1.3995  -0.029
O 6.3812 -2.9044 2.4108  -0.072
O -1.2313 -4.5219 4.5460  -0.045
O 7.3852 2.1963 -3.9898  0.033
O -0.1437 -5.3276 -3.3728  0.029
O -1.2653 0.3140 -8.5385  0.048
O -7.5825 -6.0211 -0.3592  0.041
O -4.3396 5.1721 -4.3344  -0.073
O 3.6703 1.1323 6.6330  -0.062
O -2.2887 -6.2222 7.0170  -0.048
O 2.9983 4.0516 2.1356  -0.013
O -6.7251 3.3045 -3.4960  -0.086
O 2.2548 5.5764 -5.4900  0.037
O 5.5990 -4.2511 5.2041  -0.062
N 1.9983 5.5336 3.4031  0.169
N 3.2602 5.4132 -7.4708  0.159
N -6.9964 -3.8730 -0.4058  0.154
N -5.9954 5.0611 3.5489  0.161
N 7.2929 0.5638 -2.4523  0.157
N -0.0899 -1.1926 -7.3379  0.161
N -5.8294 -5.2687 -1.4783  0.156
N 1.1025 -7.0720 -2.5293  0.162
N 5.7399 2.1288 -2.5812  0.156
N -2.1023 -1.2055 -7.1701  0.147
N -0.3327 0.1965 -0.4864  0.155
N -0.9663 1.3897 -2.0672  0.158
N 1.3397 -5.0999 -1.8418  0.158
N 1.0743 5.0252 -7.2401  0.154
N 3.9153 6.0227 2.3284  0.166
N -5.7236 3.1920 2.5610  0.162
C -5.6589 5.2418 -4.8648  -0.229
C -1.7473 -5.7840 4.5693  -0.278
C 6.8497 1.6594 -3.0455  -0.795
C -1.2928 0.4049 -1.3327  -0.768
C -6.8270 -5.1352 -0.6818  -0.816
C -5.2752 3.9717 3.4566  -0.859
C 2.9186 5.2091 2.5417  -0.788
C -1.1224 -0.5901 -7.7543  -0.839
C -1.4306 -6.4791 5.9103  -0.259
C 2.1971 5.3590 -6.6685  -0.802
C 6.0842 -4.1997 2.7531  -0.259
C -6.2281 3.7785 -4.7789  -0.209
C 0.6882 -5.8295 -2.6384  -0.823
C 2.5194 1.0018 7.4602  -0.257
C 5.0157 -4.2469 3.9140  -0.230
C 2.9514 1.0471 8.8763  -0.262
H -0.3737 -6.4384 6.1739  0.118
H 1.8352 -5.6385 -1.1457  0.110
H -0.1306 -1.9880 -6.7169  0.122
H -1.9970 -5.3214 7.1755  0.071
H 1.1789 4.9470 3.4707  0.127
H 6.9866 0.2357 -1.5476  0.104
H -2.9866 -1.1084 -7.6483  0.124
H 3.7293 6.9288 2.7341  0.104
H -6.1340 -3.3575 -0.5083  0.103
H 0.7583 -0.7091 -7.5965  0.129
H -4.9857 2.6256 2.1675  0.129
H -1.5381 -4.0150 5.3014  0.089
H -5.1655 -4.5251 -1.6412  0.114
H -6.4966 3.4716 1.9742  0.113
H -1.8376 -1.9278 -6.5157  0.108
H -6.2358 6.0080 -4.3469  0.114
H -6.6269 5.3289 2.8076  0.109
H -7.0951 3.5114 -5.3832  0.107
H -1.5154 -7.5589 5.7883  0.112
H -1.3546 -6.3299 3.7114  0.122
H -5.7669 -6.1232 -2.0132  0.126
H 1.6105 -7.3457 -1.7004  0.110
H -4.1339 6.0812 -4.1046  0.079
H 3.5601 1.9173 9.1219  0.118
H 4.2079 -3.5386 3.7300  0.114
H -0.3735 -0.4146 0.3167  0.119
H 0.9017 -4.2118 -1.6431  0.132
H 0.5165 0.7433 -0.4860  0.111
H 6.9473 -2.3745 2.9768  0.091
H -7.7921 -3.4335 0.0345  0.122
H 4.4329 -5.1630 3.8178  0.107
H 0.9926 4.3203 -7.9588  0.115
H 2.0675 6.4669 3.7830  0.108
H 4.1475 5.7359 -7.1123  0.117
H 5.3144 2.9063 -3.0655  0.121
H 6.0815 -3.4412 5.3854  0.081
H 8.0690 0.0584 -2.8553  0.113
H 1.6676 1.6198 7.1762  0.127
H 4.7872 5.7217 1.9171  0.127
H -1.7595 1.7439 -2.5825  0.129
H 5.4310 2.0226 -1.6255  0.110
H -6.4018 2.4339 -3.2527  0.076
H 0.3304 5.2172 -6.5845  0.117
H 3.4501 1.4501 5.7543  0.085
H -5.7714 5.6718 4.3215  0.117
H 7.0267 -4.7315 2.8831  0.120
H 2.0685 1.3893 10.6664  0.083
H 3.6505 0.2422 9.1030  0.120
H 0.6985 -7.6716 -3.2346  0.122
H -5.4493 3.1861 -5.2592  0.111
H -2.8323 -5.8287 4.4752  0.119
H -0.0082 1.6367 -2.2702  0.124
H 3.0174 5.3023 -8.4449  0.102
H 2.1164 0.0001 7.3115  0.115
H -5.6566 5.5035 -5.9229  0.108
H 5.5903 -4.6158 1.8751  0.110

DFT (ωB97M-V with the def2-TZVPD basis set) results for C3H5N3 in the gas phase.

Results
* energy above the lowest of the compared OMol25 structures with the same formula, charge and spin: 37.6 kcal per mole
* Kohn-Sham gap: 0.329 Eh
* structure (SMILES): Nc1ccn[nH]1
* molecular weight: 83.094 u
* electronic energy: -281.5302 Ha

Last column: natural (NBO) charge in e.
Element x y z (Å)
N -1.8627 -0.1201 0.2332  -0.823
N 1.4785 1.0471 -0.0670  -0.274
N 0.1342 1.1795 -0.1104  -0.433
C 0.5395 -1.0665 -0.0233  -0.428
C -0.5044 -0.1556 -0.0320  0.342
C 1.7190 -0.2254 0.0535  -0.034
H 2.7288 -0.4782 0.3604  0.204
H -0.0541 2.0347 -0.6613  0.411
H 0.6084 -2.1471 -0.2003  0.240
H -2.2471 0.7779 0.0171  0.384
H -2.5400 -0.8464 0.4302  0.412

DFT (ωB97M-V with the def2-TZVPD basis set) results for C4H9NO2 in the gas phase.

Results
* energy above the lowest of the compared OMol25 structures with the same formula, charge and spin: 37.5 kcal per mole
* Kohn-Sham gap: 0.383 Eh
* structure (SMILES): CC[C@H](N)C(=O)O
* molecular weight: 103.121 u
* electronic energy: -363.0257 Ha

Last column: natural (NBO) charge in e.
Element x y z (Å)
O 1.0113 -1.8971 1.1354  -0.690
O -1.0040 -2.5976 0.2756  -0.601
N -1.7044 0.1573 0.1991  -0.820
C 0.7922 0.6847 0.1674  -0.415
C -0.1659 -1.7195 0.4893  0.778
C 0.6199 1.9034 -0.7554  -0.617
C -0.3363 -0.2915 -0.1840  -0.143
H -0.5238 1.9443 -0.9133  0.223
H -1.8888 -0.2145 1.1512  0.352
H 1.0607 1.8570 -1.7196  0.200
H 1.2992 -2.8061 0.9805  0.500
H -0.3606 -0.5221 -1.2163  0.214
H 1.7790 0.2665 -0.2282  0.219
H 0.7507 1.0015 1.2028  0.218
H 1.0822 2.7574 -0.3465  0.210
H -2.4115 -0.5237 -0.2381  0.373